Record 1
{
  "formula": "C23H19Cl2FeIN2O2S",
  "method": "the ωB97M-V functional and the def2-TZVPD basis",
  "max_force_ev_per_a": 1.125,
  "gap_ev": [6.48, 7.70],
  "lumo_ev": [-4.55, -3.36],
  "s2": 0.945,
  "energy_ev": -109595.0601,
  "total_charge": 1,
  "spin_multiplicity": 2,
  "homo_energy_ev": [-11.033, -11.061],
  "de_lowest_ev": 0.170,
  "species": ["Fe", "I", "C", "C", "C", "C", "C", "C", "C", "C", "C", "C", "H", "H", "H", "H", "H", "H", "C", "C", "C", "C", "C", "C", "C", "S", "O", "O", "N", "C", "C", "C", "C", "C", "N", "H", "H", "H", "H", "H", "H", "H", "H", "H", "H", "H", "Cl", "C", "Cl", "H", "H"],
  "xyz": [[-0.0739, 0.0922, 1.0624], [-0.1553, 0.2814, 3.8586], [-1.5303, -1.2797, 3.8242], [-1.9391, -1.8433, 4.9969], [-2.8768, -2.8938, 4.9642], [-3.3672, -3.3312, 3.7704], [-2.9577, -2.7477, 2.5471], [-3.4992, -3.1929, 1.3213], [-3.1388, -2.6004, 0.1506], [-2.1952, -1.5465, 0.1422], [-1.6102, -1.1397, 1.3074], [-2.0006, -1.6911, 2.5566], [-1.5536, -1.4951, 5.9450], [-3.2007, -3.3430, 5.8923], [-4.0852, -4.1405, 3.7384], [-4.2170, -4.0023, 1.3338], [-3.5657, -2.9261, -0.7884], [-1.9647, -1.0891, -0.8084], [5.5437, 1.5107, -4.3437], [4.2382, 1.1316, -3.7109], [4.1272, -0.0069, -2.9189], [2.9163, -0.3682, -2.3477], [1.8023, 0.4182, -2.5851], [1.8810, 1.5565, -3.3786], [3.0970, 1.9062, -3.9323], [0.2773, 0.0151, -1.8272], [0.4530, -1.2433, -1.1205], [-0.7871, 0.1799, -2.7719], [0.1018, 1.0624, -0.5771], [-1.0633, 1.8027, -0.3667], [-1.8052, 2.6538, -1.1631], [-2.9254, 3.2155, -0.5712], [-3.2684, 2.9169, 0.7474], [-2.4847, 2.0355, 1.4630], [-1.4067, 1.5068, 0.8925], [6.3751, 0.9680, -3.8980], [5.7326, 2.5788, -4.2389], [5.5304, 1.2838, -5.4110], [4.9999, -0.6262, -2.7547], [2.8255, -1.2633, -1.7473], [0.9994, 2.1521, -3.5746], [3.1657, 2.7895, -4.5547], [-1.5285, 2.8477, -2.1873], [-3.5458, 3.8921, -1.1428], [-4.1387, 3.3576, 1.2087], [-2.7079, 1.7370, 2.4782], [1.9504, -1.4269, 1.4462], [3.2659, -0.2463, 1.7380], [2.6547, 1.4000, 1.6236], [4.0150, -0.4184, 0.9732], [3.6404, -0.4303, 2.7384]],
  "mulliken_charge": [-0.35, 0.15, 0.54, -0.59, -0.65, -0.88, 0.80, -0.75, -1.34, 0.27, 0.84, 0.13, 0.43, 0.41, 0.40, 0.41, 0.44, 0.31, -1.40, 0.88, -0.97, -0.19, -0.14, -0.51, -0.90, 1.51, -0.69, -0.69, 0.02, 0.52, -0.88, -0.38, -0.91, 0.06, 0.17, 0.36, 0.37, 0.31, 0.37, 0.62, 0.42, 0.41, 0.47, 0.44, 0.43, 0.38, 0.01, -0.32, -0.06, 0.34, 0.38]
}


Record 2
{
  "formula": "C4H5N2O2",
  "method": "the ωB97M-V functional and the def2-TZVPD basis",
  "max_force_ev_per_a": 3.374,
  "gap_ev": 8.70,
  "lumo_ev": -5.18,
  "energy_ev": -11289.5050,
  "total_charge": 1,
  "homo_energy_ev": -13.886,
  "de_lowest_ev": 5.954,
  "species": ["C", "C", "C", "C", "N", "N", "O", "O", "H", "H", "H", "H", "H"],
  "xyz": [[0.7117, -1.8498, 0.1304], [1.8430, -1.0752, -0.0153], [0.1663, -0.9034, -0.8395], [1.0390, 0.1540, -0.3032], [-1.8708, 0.0059, -0.0036], [0.9123, 1.3839, 0.0553], [-2.7297, -0.3414, 0.7145], [-2.0861, 1.3727, -0.3988], [0.3658, -2.9141, 0.4583], [2.8808, -1.3773, -0.2298], [0.1055, 1.8386, -0.2603], [-2.8583, 1.7326, 0.0498], [1.5207, 1.9735, 0.6423]],
  "mulliken_charge": [-0.06, -0.28, -0.22, 0.74, 0.39, -0.32, -0.38, -0.41, 0.34, 0.32, 0.25, 0.36, 0.28]
}


Record 3
{
  "formula": "C18H42BF3N4O5P",
  "method": "the ωB97M-V functional and the def2-TZVPD basis",
  "max_force_ev_per_a": 1.417,
  "gap_ev": 7.93,
  "lumo_ev": -3.31,
  "energy_ev": -53657.8149,
  "total_charge": 1,
  "homo_energy_ev": -11.244,
  "de_lowest_ev": 0.000,
  "species": ["C", "O", "C", "C", "C", "C", "C", "P", "N", "C", "N", "C", "N", "C", "B", "O", "O", "N", "C", "F", "F", "F", "H", "H", "H", "H", "H", "H", "H", "H", "H", "H", "H", "H", "H", "H", "H", "H", "H", "H", "H", "H", "H", "H", "C", "C", "O", "C", "C", "H", "H", "H", "H", "H", "H", "H", "H", "H", "H", "C", "C", "O", "C", "C", "H", "H", "H", "H", "H", "H", "H", "H", "H", "H"],
  "xyz": [[1.5658, 2.0273, 2.3313], [0.2031, 1.7610, 2.5640], [-0.5397, 1.4628, 1.3963], [-1.4948, 2.6117, 1.0383], [-1.5137, 3.0007, -0.4422], [-1.6184, 1.8315, -1.4431], [-0.3402, 1.3395, -2.2073], [-0.2448, -0.4904, -1.8780], [-1.5639, -1.1066, -2.4228], [-0.5501, 1.4836, -3.7284], [0.0515, 2.8182, -4.0037], [0.6054, 3.2949, -2.8834], [0.8867, 4.5463, -2.6389], [1.5777, 4.9579, -1.3992], [0.5794, 5.6463, -3.6496], [1.2861, 5.6321, -4.7926], [-0.3107, 6.5973, -3.3218], [0.8274, 2.2501, -1.9677], [2.1533, 1.7030, -2.0116], [2.3372, 0.8518, -3.0286], [3.0424, 2.6835, -2.1519], [2.3939, 1.0430, -0.8886], [1.6980, 2.8347, 1.5942], [1.9985, 2.3576, 3.2742], [2.1010, 1.1353, 1.9824], [-1.0832, 0.5346, 1.5902], [0.1599, 1.3063, 0.5613], [-2.5133, 2.4038, 1.3732], [-1.1564, 3.4677, 1.6291], [-0.6553, 3.6438, -0.6457], [-2.3989, 3.6210, -0.6085], [-2.0584, 0.9732, -0.9257], [-2.3576, 2.0991, -2.1987], [-0.1059, -0.5806, -0.4854], [0.9318, -0.9909, -2.4508], [-1.4269, -1.8252, -3.1231], [-1.5918, 1.4269, -4.0302], [-0.0176, 0.7196, -4.2985], [-0.5245, 3.4536, -4.5411], [2.6307, 5.1348, -1.6138], [1.4822, 4.1783, -0.6470], [1.1139, 5.8699, -1.0261], [0.8327, 5.8706, -5.6107], [-0.8743, 6.4238, -2.5579], [-0.2233, -1.9573, 2.6649], [-0.8336, -1.2506, 3.8651], [-2.1286, -1.7054, 4.2047], [-2.2404, -3.0768, 4.5524], [-1.4022, -3.4862, 5.7501], [-0.8697, -1.8671, 1.7876], [0.7494, -1.5158, 2.4343], [-0.0665, -3.0204, 2.8505], [-0.9555, -0.1910, 3.6459], [-0.1551, -1.3168, 4.7233], [-2.0092, -3.7136, 3.6900], [-3.2980, -3.2177, 4.7743], [-0.3331, -3.3749, 5.5640], [-1.5879, -4.5343, 5.9869], [-1.6594, -2.8836, 6.6218], [-0.6313, -5.9324, 0.4134], [-0.1930, -5.3650, -0.9241], [0.1667, -3.9899, -0.8778], [1.2382, -3.6608, -0.0132], [2.5526, -4.3470, -0.3422], [-1.4709, -5.3630, 0.8145], [-0.9441, -6.9691, 0.2870], [0.1728, -5.9203, 1.1506], [-1.0191, -5.4072, -1.6335], [0.6226, -5.9618, -1.3462], [0.9666, -3.8424, 1.0315], [1.3589, -2.5790, -0.1202], [2.4871, -5.4291, -0.2296], [3.3343, -3.9921, 0.3305], [2.8538, -4.1329, -1.3690]],
  "mulliken_charge": [-0.51, -0.42, 1.24, -1.61, 0.08, -1.68, 0.61, 0.40, -0.87, -0.68, -0.10, -0.39, 0.20, -0.91, 0.60, -0.44, -0.52, 0.76, 0.43, -0.27, -0.28, -0.15, 0.08, 0.35, 0.22, 0.04, -0.49, 0.25, 0.50, -0.16, 0.40, 0.73, 0.38, -0.08, 0.17, 0.27, 0.32, 0.42, 0.34, 0.36, 0.16, 0.45, 0.33, 0.33, -0.90, -0.58, -0.46, -0.09, -1.05, 0.35, 0.40, 0.49, 0.22, 0.35, 0.10, 0.36, 0.25, 0.40, 0.29, -1.02, -0.36, -0.33, 0.65, -1.46, 0.24, 0.43, 0.26, 0.35, 0.31, -0.21, 0.05, 0.30, 0.44, 0.35]
}


Record 4
{
  "formula": "C2H7OPS",
  "method": "the ωB97M-V functional and the def2-TZVPD basis",
  "max_force_ev_per_a": 3.810,
  "gap_ev": 8.09,
  "lumo_ev": -0.03,
  "energy_ev": -24354.7518,
  "smiles": "[PH2]#CS.CO",
  "homo_energy_ev": -8.116,
  "de_lowest_ev": 5.318,
  "species": ["C", "C", "O", "P", "S", "H", "H", "H", "H", "H", "H", "H"],
  "xyz": [[-0.2251, -1.5257, -1.2566], [-0.3461, 0.9623, 1.0020], [0.9880, -1.7503, -0.6442], [-0.9475, 2.6205, 1.6681], [1.0475, 0.3649, 1.7669], [-0.6414, -2.3798, -1.7505], [-0.0656, -0.6598, -2.1039], [-0.9310, -1.2104, -0.5154], [1.5709, -2.0914, -1.3450], [-1.6859, 3.2256, 0.6580], [0.2795, 3.1728, 1.4747], [0.9568, -0.7286, 1.0460]],
  "mulliken_charge": [-0.50, -0.22, -0.51, -0.03, -0.05, 0.29, 0.21, 0.25, 0.29, 0.06, 0.03, 0.19]
}


Record 5
{
  "formula": "C33H25Br4FN5O8W",
  "method": "the ωB97M-V functional and the def2-TZVPD basis",
  "max_force_ev_per_a": 3.643,
  "gap_ev": [6.21, 6.75],
  "lumo_ev": [1.76, 1.42],
  "s2": 2.044,
  "energy_ev": -343177.8056,
  "total_charge": -1,
  "spin_multiplicity": 3,
  "homo_energy_ev": [-4.453, -5.329],
  "de_lowest_ev": 1.182,
  "species": ["W", "C", "C", "C", "C", "C", "C", "C", "C", "C", "C", "N", "C", "C", "C", "C", "C", "N", "H", "H", "H", "H", "H", "H", "H", "H", "H", "H", "H", "H", "H", "H", "H", "H", "H", "O", "C", "O", "C", "C", "C", "C", "C", "N", "H", "H", "H", "H", "Br", "C", "C", "Br", "C", "Br", "C", "O", "C", "O", "C", "Br", "F", "C", "C", "N", "C", "C", "O", "O", "C", "O", "N", "C", "O", "H", "H", "H", "H"],
  "xyz": [[-0.4316, -0.0691, 0.0532], [4.3781, -0.8458, 0.7733], [3.2792, -0.0198, 1.4387], [2.5187, -0.8086, 2.4695], [2.9804, -0.8602, 3.7783], [2.2836, -1.5470, 4.7541], [1.0852, -2.1619, 4.4385], [0.5985, -2.1522, 3.1375], [-0.7668, -2.7026, 2.8106], [-1.0786, -4.0498, 3.4583], [1.3409, -1.4922, 2.1434], [0.8542, -1.4768, 0.8040], [1.0885, -2.5883, 0.0590], [0.4729, -2.6049, -1.2029], [0.4683, -3.4474, -2.3228], [-0.4056, -2.8767, -3.2477], [-0.9092, -1.7180, -2.6809], [-0.3803, -1.5275, -1.4399], [4.9350, -0.2165, 0.0863], [3.9432, -1.6625, 0.2062], [5.0643, -1.2512, 1.5145], [2.5931, 0.3324, 0.6584], [3.7351, 0.8447, 1.9296], [3.8869, -0.3306, 4.0348], [2.6698, -1.5882, 5.7629], [0.5072, -2.6241, 5.2252], [-0.8860, -2.7892, 1.7234], [-1.5002, -1.9617, 3.1515], [-0.3829, -4.8146, 3.1132], [-2.0882, -4.3530, 3.1904], [-1.0229, -3.9916, 4.5433], [1.6755, -3.4062, 0.4542], [1.0360, -4.3488, -2.4478], [-0.6457, -3.2617, -4.2212], [-1.6313, -1.0144, -3.0761], [-4.3957, -1.0714, 0.5469], [-3.3508, -0.4781, 0.3293], [-2.1440, -1.0380, 0.3621], [-3.2619, 0.9475, -0.0301], [-4.3504, 1.7954, -0.1939], [-4.1536, 3.1148, -0.5306], [-2.8260, 3.5673, -0.6965], [-1.7918, 2.6928, -0.5400], [-1.9469, 1.3728, -0.2257], [-5.3380, 1.3792, -0.0655], [-4.9823, 3.7922, -0.6601], [-2.6185, 4.5946, -0.9538], [-0.7654, 3.0225, -0.6819], [-0.2952, 3.8875, 5.9586], [0.0134, 3.1959, 4.2324], [0.6714, 3.9605, 3.2787], [1.2338, 5.7174, 3.6713], [0.9255, 3.4277, 2.0155], [1.8248, 4.4072, 0.6800], [0.4702, 2.1638, 1.6829], [0.6663, 1.5516, 0.5259], [-0.3029, 1.4191, 2.6236], [-0.7994, 0.2939, 2.1804], [-0.4620, 1.9237, 3.9045], [-1.3243, 0.8212, 5.1654], [-2.5048, 2.7262, -4.9924], [-1.5959, 1.7414, -5.1476], [-0.3871, 1.8501, -4.5535], [0.5835, 0.9062, -4.7248], [1.7053, 0.9027, -3.8148], [1.1743, 0.6718, -2.3819], [1.8745, 0.1046, -1.5363], [-0.0059, 1.0510, -2.1414], [0.3665, -0.2203, -5.5010], [1.2131, -1.0602, -5.6963], [-0.8759, -0.2841, -6.0818], [-1.9452, 0.6102, -5.9768], [-2.9871, 0.4012, -6.5572], [-0.1441, 2.7021, -3.9407], [2.2475, 1.8502, -3.8703], [2.3680, 0.0793, -4.0878], [-1.0467, -1.1081, -6.6480]],
  "mulliken_charge": [1.14, -1.51, -0.33, 0.58, -0.41, -1.19, -0.43, 0.86, 0.26, -1.57, -0.93, 2.22, -0.39, 0.04, -1.44, -0.74, -0.76, 0.94, 0.41, 0.29, 0.38, -0.49, 0.60, 0.47, 0.40, 0.25, -0.16, 0.10, 0.37, 0.46, 0.31, 0.48, 0.53, 0.47, 0.58, -0.75, 0.15, -0.77, 0.60, -0.86, -0.34, -1.11, 0.06, 0.48, 0.54, 0.47, 0.50, 0.42, -0.21, 0.38, 0.58, -0.21, -0.54, -0.20, -0.36, -0.13, -0.22, -0.68, 0.18, -0.16, -0.39, 0.44, -0.05, 0.15, -1.55, 1.03, -0.43, -0.36, 0.31, -0.64, -0.01, 0.30, -0.66, 0.40, 0.22, 0.40, 0.24]
}


Record 6
{
  "formula": "C15H31N2O3PS",
  "method": "the ωB97M-V functional and the def2-TZVPD basis",
  "max_force_ev_per_a": 8.216,
  "gap_ev": 7.91,
  "lumo_ev": 0.30,
  "energy_ev": -45294.7869,
  "smiles": "CCOCCOC[C@@]1(P(C)C)CNC(=O)[C@@]1(S)CCCCN",
  "homo_energy_ev": -7.612,
  "species": ["C", "C", "O", "C", "C", "O", "C", "C", "P", "C", "C", "C", "N", "C", "O", "C", "S", "C", "C", "C", "C", "N", "H", "H", "H", "H", "H", "H", "H", "H", "H", "H", "H", "H", "H", "H", "H", "H", "H", "H", "H", "H", "H", "H", "H", "H", "H", "H", "H", "H", "H", "H", "H"],
  "xyz": [[-4.3139, 2.8722, 0.3582], [-3.5122, 1.4464, 0.6883], [-3.6650, 1.0262, 2.0975], [-2.4586, 0.3431, 2.5993], [-2.3749, -1.2607, 2.1628], [-0.9568, -1.6969, 2.0328], [-0.7453, -1.8649, 0.5616], [0.8785, -2.0121, 0.1886], [2.1393, -1.8292, 1.6121], [2.2506, -0.0457, 2.2851], [3.8462, -2.5786, 1.1974], [0.9130, -3.6222, -0.2641], [0.8584, -3.6388, -1.8048], [0.2922, -2.2619, -2.2105], [-0.7111, -2.0350, -3.0609], [1.2134, -1.2806, -1.2779], [2.9358, -1.4618, -1.9943], [0.9570, 0.3360, -1.2533], [0.6618, 1.0232, -2.7114], [0.0522, 2.5450, -2.3791], [1.1396, 3.5008, -1.5997], [0.9617, 3.4554, -0.0739], [-5.4233, 2.6941, 0.0089], [-4.2735, 3.6187, 1.2737], [-3.7518, 3.3714, -0.5423], [-2.3899, 1.6288, 0.3651], [-4.0019, 0.6225, 0.0139], [-2.5354, 0.3467, 3.7817], [-1.4727, 0.9162, 2.3002], [-2.8384, -1.9588, 3.0113], [-3.0150, -1.4757, 1.1915], [-1.3656, -2.7864, 0.1287], [-1.2326, -0.9053, 0.0683], [1.2948, 0.1524, 2.9723], [2.3631, 0.7621, 1.4366], [3.1795, -0.0050, 3.0327], [3.8452, -3.1972, 0.1831], [4.1277, -3.3502, 2.0400], [4.7101, -1.7604, 1.1220], [1.9281, -4.2112, -0.0727], [0.1471, -4.3468, 0.2945], [0.1135, -4.3547, -1.9574], [3.8647, -0.6574, -1.3078], [0.1221, 0.6999, -0.5143], [1.9709, 0.8267, -0.8559], [1.6389, 1.2191, -3.3626], [-0.1621, 0.4979, -3.3553], [-0.3901, 3.0188, -3.3673], [-0.8879, 2.3339, -1.6741], [2.2669, 3.2581, -1.9076], [0.8932, 4.6209, -1.9122], [0.0364, 3.0164, 0.1784], [0.8760, 4.4448, 0.2728]],
  "mulliken_charge": [-0.97, 0.27, -0.41, -0.16, -0.41, -0.39, -0.69, 0.86, 0.12, -0.78, -0.95, -0.90, -0.29, -0.08, -0.61, 1.04, -0.30, -0.18, -0.62, -0.28, -0.41, -0.49, 0.26, 0.27, 0.27, -0.15, 0.18, 0.26, 0.19, 0.28, 0.30, 0.24, 0.23, 0.20, 0.21, 0.34, 0.30, 0.33, 0.29, 0.25, 0.25, 0.38, 0.17, -0.38, 0.13, 0.24, 0.30, 0.35, -0.02, 0.21, 0.29, 0.11, 0.30]
}